# 1
54
Properties=species:S:1:pos:R:3:mulliken_charge:R:1 method="wB97M-V/def2-TZVPD" total_energy_ev=-46707.954 e_above_lowest_kj_mol=367.3 homo_ev=-8.124 e_lumo_ha=0.0252
C -4.391 7.511 6.640 -0.281
H -3.877 9.573 6.826 0.389
O -1.587 0.731 0.343 -0.620
O -2.960 4.410 0.280 -0.335
N -3.978 4.709 5.568 0.407
C -7.423 5.507 1.797 -0.382
H 0.110 0.181 2.104 0.446
C -5.192 5.875 2.574 0.150
C 0.924 1.342 0.529 0.265
H -2.087 2.324 5.009 0.326
H -6.123 10.366 6.214 0.397
C -6.432 3.973 3.342 0.117
C 1.017 0.506 1.615 -0.453
C -4.119 4.337 4.210 -0.552
H 4.678 -0.633 2.713 0.354
C -5.088 5.129 6.437 -1.371
C -2.200 3.406 4.846 -0.554
H -6.201 7.149 1.194 0.431
H 5.270 -0.529 1.063 0.325
H -7.412 6.332 5.754 0.330
C 4.752 0.021 1.846 -1.359
O -0.445 2.198 -1.492 -0.639
C -6.641 7.047 5.990 -0.162
H 2.335 -0.593 2.884 0.307
C -5.381 6.590 6.346 0.735
H -6.487 3.079 3.939 0.524
H -2.971 3.454 6.928 0.381
C -4.654 8.865 6.590 -0.663
C -6.264 6.259 1.799 -0.955
C 2.057 1.754 -0.131 -0.448
C 3.411 0.476 1.389 0.864
C -2.745 4.130 6.096 -0.567
H 4.188 1.629 -0.219 0.395
H -1.215 3.788 4.541 0.296
C -5.914 9.309 6.243 -0.395
C 3.296 1.320 0.297 -0.689
H -8.261 5.808 1.189 0.426
C -5.261 4.730 3.364 0.073
N -3.116 3.615 3.799 -0.431
H -4.284 6.454 2.576 0.566
H -2.085 4.922 6.466 0.216
N -0.926 3.215 0.850 -0.243
H -5.973 4.550 6.170 0.447
H 1.956 2.396 -0.994 0.453
H -8.405 3.773 2.559 0.409
C -1.996 3.837 0.564 0.650
C -6.907 8.401 5.941 -0.708
H 5.377 0.867 2.127 0.325
H -3.412 7.152 6.909 0.320
C 2.256 0.072 2.042 -0.746
H -7.893 8.746 5.672 0.385
C -7.502 4.361 2.566 -0.799
H -4.845 4.868 7.471 0.502
S -0.705 1.871 -0.056 1.136


# 2
37
Properties=species:S:1:pos:R:3:mulliken_charge:R:1 method="wB97M-V/def2-TZVPD" total_energy_ev=-41568.501 e_above_lowest_kj_mol=0.0 homo_ev=-9.460 e_lumo_ha=0.0047
H 1.953 0.777 1.319 0.166
C -5.038 2.568 -2.224 -0.368
H 1.106 -1.263 -0.777 0.487
H 4.576 0.581 1.211 0.289
H 3.158 -2.319 -0.813 0.345
O 0.047 -0.331 2.961 -0.642
O -0.815 -0.357 0.663 -0.215
H -0.229 1.563 1.169 0.289
C 1.717 -1.019 0.097 0.511
H 1.858 -1.875 2.115 0.521
H -4.479 3.589 -0.421 0.362
I 1.004 -3.933 0.683 0.190
C 1.193 -1.892 1.255 -1.039
C 4.372 -0.330 1.776 -1.260
H 3.537 -0.616 -0.976 0.424
H 5.219 -0.528 2.434 0.399
H -3.912 -0.483 -3.165 0.368
C 3.163 -1.369 -0.276 -1.508
C 4.186 -1.504 0.844 0.682
C -4.881 1.423 -2.993 -0.337
C -0.002 0.822 0.404 -0.726
H 1.976 1.040 -0.416 0.552
H -5.421 1.320 -3.925 0.360
C -4.034 0.410 -2.565 -0.530
H -0.371 1.168 -0.559 0.436
H -2.693 -0.252 -1.022 0.467
F 5.410 -1.721 0.205 -0.374
C -4.350 2.699 -1.025 -0.485
O -1.351 -2.203 2.096 -0.668
H -5.700 3.357 -2.557 0.359
H 3.493 -0.169 2.401 0.314
S -0.349 -1.216 1.906 1.401
H 3.993 -2.417 1.414 0.178
H -2.980 1.778 0.346 0.391
C -3.342 0.542 -1.369 -0.292
C 1.491 0.474 0.381 -0.747
C -3.504 1.685 -0.597 -0.299


# 3
27
Properties=species:S:1:pos:R:3:mulliken_charge:R:1 method="wB97M-V/def2-TZVPD" total_energy_ev=-16086.032 smiles="CN1c2ccccc2N2CC=N[C@]12C" e_above_lowest_kj_mol=173.2 homo_ev=-7.172 e_lumo_ha=0.0348
C 0.428 1.149 2.081 -0.864
C 0.304 1.697 -2.897 -0.729
C -1.650 -1.422 1.697 -1.496
H -1.766 -0.960 2.627 0.416
H 0.364 2.131 -3.957 0.260
N -0.468 -1.036 -0.520 0.037
C 0.168 0.413 -2.523 -0.492
C 0.421 2.706 -1.921 -0.520
H 0.129 -0.412 -3.277 0.301
H 0.131 -2.919 0.076 0.410
C -0.503 -0.674 1.060 0.958
H 2.159 -0.152 2.645 0.476
H -2.611 -1.147 1.221 0.300
C -0.078 1.144 -0.264 0.743
N 0.756 -1.109 1.680 -0.514
H -1.404 -2.470 1.496 0.286
C 0.047 -2.365 -0.867 -0.949
H 0.858 -2.188 -1.640 0.281
C 1.202 -0.064 2.182 -0.097
H 0.125 3.354 0.182 0.275
C -0.051 0.088 -1.155 0.389
H 1.012 2.003 1.846 0.398
H 0.625 3.652 -2.242 0.498
H -0.189 1.463 2.945 0.294
H -0.727 -2.895 -1.477 0.291
C 0.284 2.482 -0.563 -0.783
N -0.483 0.780 1.019 -0.170


# 4
16
Properties=species:S:1:pos:R:3:mulliken_charge:R:1 method="wB97M-V/def2-TZVPD" total_energy_ev=-26900.133 smiles="[SiH3]C1=CC1([SiH3])[SiH3]" e_above_lowest_kj_mol=236.2 homo_ev=-8.222 e_lumo_ha=0.0261
H -3.100 -0.506 0.698 -0.120
Si 2.106 0.132 -1.664 0.227
H -1.840 -1.881 -0.594 -0.162
H -0.589 -1.928 2.366 -0.126
H 1.366 -0.099 -3.018 -0.050
H 3.306 1.191 -1.997 -0.057
C -0.414 0.436 0.352 -0.002
C -0.224 1.701 -0.468 -0.288
C 0.677 0.810 -0.663 -0.085
H -0.430 2.807 -0.435 0.295
H 2.592 -0.975 -0.875 -0.073
H -2.268 0.057 -1.679 -0.133
Si -0.050 -0.623 2.233 0.454
H 1.386 -0.711 2.621 -0.144
H -0.534 0.123 3.421 -0.127
Si -1.983 -0.535 -0.299 0.393


# 5
73
Properties=species:S:1:pos:R:3:lowdin_spin:R:1 method="wB97M-V/def2-TZVPD" total_energy_ev=-207162.417 s_squared=1.04 charge=+1 e_above_lowest_kj_mol=219.2 homo_ev="-9.853 / -9.707" multiplicity=2 e_lumo_ha="-0.1458 / -0.1891"
Se 2.828 -0.351 3.164 0.008
H 3.116 2.119 -1.654 0.000
H 2.262 3.498 -0.903 0.000
C -2.681 -2.625 -0.716 0.001
H -0.796 4.427 -0.519 0.000
H -2.814 0.690 2.066 0.000
H -3.088 -5.101 -4.458 0.000
C -2.022 -1.694 -2.813 0.000
C -0.493 1.606 3.020 0.001
N -0.340 2.408 -0.919 0.006
C -0.482 -4.197 2.953 -0.015
C -2.598 1.730 1.839 0.000
S -3.528 -5.309 -1.810 0.000
C -1.675 -0.556 -2.134 -0.002
C -0.527 3.378 -4.507 -0.001
H -0.947 2.131 3.873 0.000
H -1.343 0.309 -2.694 -0.001
Se 2.353 1.573 0.710 0.000
H 5.210 0.069 3.843 0.000
H -1.576 -0.211 3.499 0.013
H -3.127 -3.412 -0.127 0.000
C -0.070 -4.794 1.760 0.100
C 3.708 0.163 0.443 0.000
Ru -0.018 0.551 0.169 0.262
C -0.092 -1.938 2.060 0.009
C 0.326 -2.607 0.881 0.083
N -0.071 -0.597 2.075 0.360
H 2.924 -1.745 1.109 0.000
H -1.932 -1.699 -3.889 0.000
C 0.917 1.485 -4.238 -0.001
H 3.592 -0.221 -0.574 0.000
F -1.634 4.325 -2.690 0.001
H 4.081 1.123 4.731 0.000
N -1.786 -0.398 -0.795 0.001
C 4.342 0.716 3.760 0.002
H -2.167 3.317 -0.437 0.001
C -0.507 -2.818 3.099 0.083
F 0.730 -1.825 -0.171 0.036
H 3.947 3.139 -0.461 0.000
C -2.322 -1.444 -0.128 -0.002
H 4.522 1.524 3.054 0.000
H 0.196 3.510 1.497 0.000
C 0.334 -3.972 0.712 -0.013
C -0.860 3.293 1.296 -0.003
H 0.070 -0.149 4.128 0.012
F -0.960 -2.345 4.273 0.027
C 0.318 2.425 -5.076 0.006
F 1.221 0.553 -2.091 -0.014
C -2.912 -4.037 -2.735 0.000
H -3.052 2.356 2.617 0.000
F 1.709 0.541 -4.747 -0.001
C -0.551 0.096 3.254 0.033
C 2.989 2.705 -0.745 0.000
H -1.474 4.037 1.821 -0.001
F -0.076 -6.116 1.625 0.033
H -2.444 -3.516 -4.677 0.000
N -1.162 1.948 1.769 -0.004
C -2.525 -2.812 -2.110 -0.001
F -1.134 4.272 -5.281 -0.001
C -0.764 3.406 -3.143 0.003
H 4.673 0.676 0.525 0.000
C -0.167 2.480 -2.243 -0.003
F 0.727 -4.481 -0.457 -0.011
N -2.788 -4.227 -4.058 0.000
H 0.562 1.902 2.951 0.000
F 0.525 2.395 -6.389 0.002
H -2.500 -1.292 0.929 -0.001
C 3.589 -0.956 1.460 0.000
H -3.046 1.968 0.878 0.000
C -1.097 3.418 -0.213 0.001
F -0.876 -4.963 3.965 -0.012
H 4.570 -1.386 1.677 0.000
C 0.675 1.527 -2.882 0.003


# 6
39
Properties=species:S:1:pos:R:3:mulliken_charge:R:1 method="wB97M-V/def2-TZVPD" total_energy_ev=-124000.886 e_above_lowest_kj_mol=125.1 homo_ev=-8.138 e_lumo_ha=-0.0303
C 2.336 -0.582 -0.204 -0.432
O -2.217 2.343 -1.447 -0.621
C 4.950 -0.267 0.702 -0.803
O -2.503 3.528 -3.503 -0.583
C 2.923 -2.824 -0.911 -1.038
C 0.626 -2.026 -1.271 -0.284
H -1.979 -3.999 -1.878 0.354
H 4.848 0.562 -0.001 0.336
C -1.003 -3.730 -2.279 -1.368
C -1.838 3.339 3.571 -0.453
H -0.168 3.537 2.235 0.406
Br -4.911 0.585 3.561 -0.208
C 3.261 -1.575 -0.312 1.138
H -3.591 2.890 4.730 0.384
C -0.655 -2.358 -1.749 1.723
H -1.110 -3.657 -3.362 0.295
C -1.059 2.976 2.482 -0.888
C -3.351 1.542 3.092 0.120
H 3.687 -3.584 -0.997 0.431
C -2.979 2.621 3.882 -0.424
C -2.572 1.186 1.999 0.079
C 0.995 -0.739 -0.688 0.333
I -3.138 -0.408 0.763 0.191
O 4.536 -1.488 0.108 -0.426
O -1.624 1.308 -3.449 -0.737
C -1.417 1.895 1.693 0.282
H -1.559 4.185 4.185 0.375
C 1.665 -3.019 -1.357 -1.026
O -1.706 -1.623 -1.833 -0.803
O 0.222 0.248 -0.568 -0.966
H 5.996 -0.400 0.963 0.230
H 2.560 0.383 0.225 0.411
Pt -1.967 0.288 -1.467 1.562
H 1.451 -3.969 -1.818 0.206
H -0.808 1.607 0.846 0.262
H -0.299 -4.515 -2.042 0.398
Cl -1.642 2.646 -2.824 1.735
O -0.331 3.150 -2.680 -0.521
H 4.370 -0.055 1.602 0.331


# 7
68
Properties=species:S:1:pos:R:3:lowdin_spin:R:1 method="wB97M-V/def2-TZVPD" total_energy_ev=-139309.624 s_squared=0.78 charge=-1 e_above_lowest_kj_mol=210.1 homo_ev="-5.145 / -5.191" multiplicity=2 e_lumo_ha="0.0666 / 0.0554"
C -3.022 -1.179 1.808 0.001
H -1.367 0.907 2.587 0.000
C 4.610 1.556 1.792 -0.002
H -3.517 -2.429 -2.315 0.000
V -0.073 -0.704 0.338 0.952
C -1.172 4.381 0.088 0.000
H -0.871 3.033 3.262 0.000
H -3.971 -3.095 2.029 0.000
H -2.209 -0.571 3.750 0.000
C -2.234 -0.229 0.849 -0.017
C -2.918 4.102 1.837 0.001
H -3.706 4.099 1.079 0.000
O 0.196 -0.962 -3.548 -0.003
H -5.329 0.464 -1.168 0.000
C -4.892 -0.493 -1.469 0.000
C 4.270 0.621 2.765 0.000
O 0.849 -0.196 1.786 -0.016
C -1.904 2.085 0.842 0.015
N -0.243 -2.422 0.627 -0.091
C -1.616 3.511 1.270 0.002
O 0.823 -3.752 2.487 0.100
C 0.530 -0.909 -2.412 0.000
H -1.928 4.397 -0.701 0.000
H -2.652 -2.270 3.643 0.000
H -2.223 -2.178 -1.140 0.000
C -3.365 -0.353 -1.647 0.000
H -3.738 1.457 -2.831 0.000
O 2.882 -1.281 -2.573 0.003
H -2.569 -3.143 0.955 0.001
H -1.013 5.412 0.422 0.000
H -3.486 -0.015 -3.775 0.000
Cl 1.219 1.687 -0.341 0.002
O -0.313 -0.623 -1.386 -0.013
C 3.670 1.905 0.826 0.000
C -0.543 3.554 2.359 0.000
H -1.163 -1.702 2.889 0.000
C 3.003 0.045 2.778 -0.002
H -2.734 2.361 -1.217 -0.001
H -0.327 4.593 2.631 0.000
C 1.932 -1.174 -1.828 0.001
C -3.432 -2.547 1.249 0.000
H -5.166 -1.240 -0.725 0.000
H -0.237 4.019 -0.345 0.000
S 0.283 -3.718 1.140 0.079
C -4.303 -0.443 2.241 -0.001
Cl 4.048 3.059 -0.395 0.000
H -4.840 -1.030 2.996 0.000
H -3.267 3.510 2.687 0.000
Cl 6.175 2.280 1.779 -0.001
C -3.156 0.532 -2.887 0.000
H -2.010 -1.634 -2.785 0.000
H -2.761 5.135 2.171 0.000
H -4.091 -2.467 0.390 0.000
H -5.342 -0.794 -2.421 0.000
Cl 5.423 0.170 3.966 0.000
H 0.387 3.090 2.020 0.000
C 2.418 1.317 0.851 -0.002
C -1.723 0.952 1.568 -0.005
C -2.204 -1.440 3.089 0.000
C 2.064 0.373 1.814 0.000
C -2.756 0.336 -0.420 0.004
C -2.534 1.686 -0.394 -0.004
Cl 2.548 -1.103 3.973 -0.001
C -2.741 -1.732 -1.981 0.000
H -4.055 0.530 2.675 0.000
H -2.100 0.780 -3.014 0.000
H -4.975 -0.273 1.400 0.000
O 1.902 -1.247 -0.531 -0.005


# 8
11
Properties=species:S:1:pos:R:3:mulliken_charge:R:1 method="wB97M-V/def2-TZVPD" total_energy_ev=-8769.386 smiles="C1=CO1.CN=O" e_above_lowest_kj_mol=801.7 homo_ev=-8.311 e_lumo_ha=-0.0089
O -2.147 1.097 -0.431 -0.297
C 1.632 1.280 0.293 -0.135
H 3.748 0.360 -0.188 0.309
H -2.041 -1.586 1.009 0.275
C -1.600 -1.056 0.131 -0.612
H -0.661 -1.469 -0.279 0.264
H 0.695 1.805 0.512 0.444
C 2.712 0.673 -0.102 -0.235
H -2.319 -1.356 -0.800 0.299
N -1.625 0.325 0.387 0.071
O 1.606 -0.073 -0.532 -0.384


# 9
85
Properties=species:S:1:pos:R:3:mulliken_charge:R:1 method="wB97M-V/def2-TZVPD" total_energy_ev=-342592.624 charge=+2 homo_ev=-13.386 e_lumo_ha=-0.3660
C 0.097 0.935 -0.437 1.918
C -0.476 2.613 -2.437 -0.928
C 1.946 2.854 0.014 -1.341
H 4.475 -0.569 2.026 0.961
C 3.333 -0.818 0.261 0.188
F -6.447 -0.502 -1.446 -0.264
O 2.358 -0.132 -0.558 1.186
N -0.778 0.838 3.777 -0.704
O -2.899 -1.830 0.382 -0.548
H 2.638 1.927 -1.885 0.070
C 2.526 2.889 -1.393 -0.480
H 1.820 3.900 0.310 0.559
Br 3.244 -2.797 -2.022 0.028
F -5.130 -0.859 1.726 -0.276
F -8.219 -2.142 -0.532 -0.236
C 2.371 -4.677 0.013 -1.503
F -7.041 -2.750 1.148 -0.220
H -0.627 3.452 -1.757 0.587
H 2.302 -5.232 -0.922 0.375
O 5.559 -2.124 -0.633 -0.624
H 2.717 2.482 0.686 0.526
C -7.338 -1.732 0.364 0.604
C 4.873 -0.177 -2.456 0.404
P -2.883 2.552 -0.192 0.015
H -1.361 -1.435 -1.198 -0.229
H 3.024 -5.191 0.719 0.452
N -0.581 2.753 -3.688 -0.663
O -3.290 -0.469 -1.562 -0.579
C 5.914 -0.866 -3.402 0.668
H 2.938 0.162 3.502 0.450
C 2.992 -2.268 0.645 0.661
C -2.510 1.085 2.054 -4.067
H -2.128 2.096 2.251 1.137
H -0.793 3.719 -3.932 0.328
P -0.003 -1.624 -1.458 0.779
N -2.976 -0.067 4.111 -0.538
F 5.816 -2.190 -3.362 -0.189
H 0.255 -2.905 -0.974 0.250
H -0.805 -1.276 2.065 -0.272
H 0.604 1.882 1.375 -0.979
C -1.904 0.135 3.133 1.582
C -6.068 -1.266 -0.409 0.718
Hg 1.408 -3.304 -4.089 0.669
H -2.230 -1.870 2.752 0.277
H -0.186 2.912 0.255 0.804
H 2.350 1.431 2.492 0.492
F -5.536 0.874 0.464 -0.223
S 0.127 -1.690 -3.507 -0.132
H -4.273 2.858 -1.845 0.363
S 5.022 -0.790 -0.669 1.427
C -5.111 -0.397 0.473 0.547
C 2.829 -3.269 -0.224 -0.244
C 3.706 0.009 1.505 -1.822
N -1.484 -1.196 2.801 -0.575
S -3.352 -0.548 -0.119 0.146
H 0.837 -0.778 0.618 -0.188
F 7.123 -0.465 -3.120 -0.187
H -0.388 1.596 3.234 0.173
H -0.978 0.574 -2.310 0.661
H 4.193 0.936 1.213 0.638
O -3.614 2.195 -1.596 -0.442
H 1.356 -4.639 0.428 0.386
O -3.967 3.132 0.859 -0.487
F 5.602 -0.475 -4.635 -0.232
Br 4.260 3.753 -1.284 -0.105
C -0.160 1.214 -1.945 -0.776
F -5.443 -2.349 -0.889 -0.220
O 5.871 0.205 -0.091 -0.682
F -7.859 -0.740 1.064 -0.230
H 1.657 -0.217 2.406 -0.077
Br 2.741 -2.799 2.438 0.064
C -2.292 0.850 0.551 1.385
H 0.779 0.969 -2.460 0.441
F 3.644 -0.284 -3.008 -0.125
H 1.961 3.540 -2.060 0.526
F 5.175 1.113 -2.422 -0.187
H -3.584 1.169 2.222 0.656
H -4.901 3.089 0.598 0.394
C 2.573 0.365 2.491 -1.125
H -0.065 0.180 4.061 0.324
H -2.559 -0.512 4.924 0.361
C 1.002 -0.346 -0.379 -0.342
H -3.310 0.837 4.430 0.321
O -1.070 0.333 0.154 0.423
C 0.600 2.157 0.314 -0.888


# 10
11
Properties=species:S:1:pos:R:3:mulliken_charge:R:1 method="wB97M-V/def2-TZVPD" total_energy_ev=-41933.454 e_above_lowest_kj_mol=297.3 homo_ev="-7.680 / -8.009" e_lumo_ha="-0.0494 / -0.0352"
H 1.084 1.624 -1.041 0.388
H 1.359 0.893 0.342 0.289
H -0.626 -0.943 -2.052 -0.058
C 0.513 1.037 -0.374 -0.888
H 0.813 -1.805 -0.247 -0.048
H -0.327 1.567 -0.046 0.277
Cl -3.993 1.598 -0.129 -0.248
Cl -4.784 -1.490 -0.217 -0.183
H -3.860 0.126 2.044 -0.074
Si -0.048 -0.588 -0.742 0.272
Si -3.475 -0.249 0.616 0.274


# 11
15
Properties=species:S:1:pos:R:3:lowdin_spin:R:1 method="wB97M-V/def2-TZVPD" total_energy_ev=-23890.652 s_squared=0.76 homo_ev="-9.493 / -9.421" multiplicity=2 e_lumo_ha="-0.0287 / -0.1327"
H 2.220 -0.972 0.410 0.011
O 1.796 0.865 1.106 0.076
H 0.513 -1.088 -1.405 0.066
O -3.365 -3.012 -1.537 0.000
Tl -1.895 1.260 0.049 -0.004
C 0.937 -0.026 -1.070 0.130
O -3.079 -0.944 -0.573 0.000
H 0.499 -0.741 0.942 0.003
O 1.370 2.618 2.372 0.012
C 0.869 1.705 1.724 0.003
O 0.041 0.875 -1.163 0.514
C 1.375 -0.277 0.470 0.132
C -3.024 -2.018 -1.046 0.000
F 2.082 0.268 -1.775 0.015
O -0.341 1.489 1.497 0.041